The following is a quantum chemistry calculation of C6H7FN2 in the gas phase in a non-equilibrium geometry, from the Open Molecules 2025 dataset.

The geometry in XYZ format:
```
16
Properties=species:S:1:pos:R:3
C 3.050 -0.066 -0.031
C 1.646 0.484 0.088
C 0.406 -0.309 0.006
F 0.726 -1.671 -0.233
C -0.971 0.004 -0.048
C -1.651 1.225 0.086
N -3.004 0.970 -0.109
C -3.184 -0.286 -0.157
N -1.980 -0.906 -0.126
H 3.237 -0.633 -0.842
H 3.678 0.772 0.014
H 3.388 -0.582 0.852
H 1.618 1.537 0.270
H -1.203 2.215 0.022
H -4.079 -0.882 0.031
H -1.675 -1.872 0.176
```

Computed properties:
Frontier orbital gap   8.47 eV
SMILES   C/C=C(\F)c1cnc[nH]1
Energy above the lowest of the compared OMol25 structures with the same formula, charge and spin   1.454 eV
Highest occupied orbital energy   -8.0 eV
Charge   0